No. 1
Here is one molecule with the formula C8H13N in a non-equilibrium geometry from OMol25. Energies are from the ωB97M-V functional and the def2-TZVPD basis.

Geometry as XYZ:
```
22
Properties=species:S:1:pos:R:3:forces:R:3
C 1.86906 1.10089 0.02499 -0.601 0.255 0.119
C 2.18129 -0.39108 -0.38684 -0.076 -0.607 -0.362
C 1.12201 -1.29612 0.31683 -0.616 -0.158 1.312
C -0.35187 -1.28652 -0.32854 0.300 0.087 -1.332
C -1.84729 -1.07216 -0.01642 -0.241 -0.047 0.833
C -1.13007 1.52068 0.19938 -0.206 0.203 1.018
C 0.32005 0.98037 -0.06408 -0.371 1.386 -1.092
C 0.13266 -0.28339 0.64682 0.777 -0.286 -0.766
H 2.24206 1.31202 1.03248 0.025 -0.086 -0.112
H 2.30131 1.80266 -0.68990 0.076 0.052 0.102
H 2.07644 -0.52040 -1.49392 0.533 0.209 0.813
H 3.16990 -0.65126 -0.00644 0.108 -0.207 -0.523
H 1.35874 -2.02795 1.10069 0.308 0.316 -0.600
H -0.16144 -1.01543 -1.39872 -0.431 0.043 1.059
H -2.04937 -1.33730 1.04208 -0.087 0.040 -0.693
H -2.55868 -1.60289 -0.65923 0.106 0.091 0.059
H -2.39319 0.51108 -1.18082 0.092 0.325 -0.182
H -1.27866 2.48397 -0.29310 -0.622 -0.428 -0.516
H -1.34147 1.74355 1.25461 0.225 -0.234 -0.076
H 0.20290 1.00948 -1.19070 0.212 -1.192 0.866
H -0.35887 -0.23750 1.60475 -0.165 -0.119 0.064
N -2.14067 0.41343 -0.21066 0.655 0.356 0.007
```
Positions in Å, forces in eV/Å.

E in eV: -9991.7149
Kohn-Sham gap in eV: 9.16
Energy above the lowest of the compared OMol25 structures with the same formula, charge and spin in eV: 5.126
Structure (SMILES): C1C[C@@H]2[C@H]3CNC[C@@H]1[C@H]23
Multiplicity: 1

No. 2
Here is an isolated ion of composition C8H13N2 and charge +1 in a non-equilibrium geometry from OMol25. Energies are from the ωB97M-V functional and the def2-TZVPD basis.

Geometry as XYZ:
```
23
Properties=species:S:1:pos:R:3:forces:R:3
C -0.42026 1.39424 0.68345 5.783 -1.761 -1.342
C -0.25356 0.15592 0.08827 1.470 -1.808 -0.772
C 1.76327 0.95469 0.16405 0.199 0.495 0.569
C -1.32406 -0.50315 -0.91457 -2.607 0.542 -2.202
C -1.15792 -1.13506 0.33618 0.591 -1.518 1.940
C 3.24538 1.20167 -0.01982 -1.277 -3.116 0.106
C -0.86545 -1.27410 -2.17287 2.265 -0.320 3.012
C -2.01316 -1.13459 1.60563 -0.019 0.685 0.132
N 1.13764 -0.09100 -0.16234 -1.837 -0.941 -0.964
N 0.86048 1.84586 0.77494 -0.725 1.616 -0.352
H -1.22462 1.86057 1.01358 -3.397 2.276 1.432
H -2.18498 0.20469 -1.24312 1.399 -1.055 1.543
H -0.50397 -2.06133 0.29394 -0.618 1.323 -0.200
H 3.71651 0.46316 0.69142 -0.047 1.038 -0.697
H 3.49731 0.86384 -1.06039 -0.032 0.783 1.015
H 3.42744 2.19488 0.24234 0.970 1.505 0.079
H 0.25736 -1.44210 -1.90878 -1.724 0.237 -1.568
H -1.15099 -0.69541 -3.01120 0.463 0.286 -1.129
H -1.33658 -2.26476 -2.17814 -0.073 0.367 -0.019
H -2.14931 -0.07779 1.93189 -0.689 -0.863 -0.307
H -1.49429 -1.59264 2.48194 -0.273 0.011 -0.991
H -2.96050 -1.67672 1.38665 0.541 0.582 0.429
H 1.13428 2.80914 0.97693 -0.362 -0.364 0.286
```
Positions in Å, forces in eV/Å.

E in eV: -11478.7118
Kohn-Sham gap in eV: 9.64
Energy above the lowest of the compared OMol25 structures with the same formula, charge and spin in eV: 2.776
Structure (SMILES): CC1=NC2(C=[NH+]1)[C@@H](C)[C@@H]2C
Multiplicity: 1
Net charge: +1